Record 1
# C47H45DyN7OP2S

A structure of composition C47H45DyN7OP2S (ωB97M-V/def2-TZVPD, the OMol25 dataset).

XYZ file:
```
104
Properties=species:S:1:pos:R:3:forces:R:3:lowdin_charge:R:1
Dy -0.59648 -1.08397 -0.21866 -1.651 -0.591 0.041 1.38
C -2.12746 -0.69660 4.26425 -0.068 0.129 -0.020 0.05
C -1.74641 -1.53944 3.09170 -0.009 -0.212 0.317 -0.47
O -1.27688 -1.05459 2.04308 0.303 0.057 -0.885 -0.16
N -1.92918 -2.85514 3.19772 0.069 -0.027 -0.106 0.12
C -1.62085 -3.76675 2.10431 -0.160 0.165 -0.116 -0.08
C -2.65305 -3.68751 0.99832 0.163 -0.015 0.126 -0.25
C -3.83853 -4.39693 1.09901 -0.029 -0.029 -0.054 0.02
C -4.79148 -4.28339 0.09847 0.089 0.055 -0.023 0.01
C -4.51386 -3.46400 -0.98571 -0.079 -0.050 0.070 -0.01
C -3.30397 -2.80277 -1.02013 0.024 0.034 -0.061 -0.14
N -2.37790 -2.89291 -0.05069 -0.008 0.217 -0.039 -0.01
H -1.71697 0.30414 4.16207 0.071 -0.033 -0.029 0.09
H -1.78214 -1.13864 5.19786 0.022 -0.017 -0.013 0.10
H -3.21668 -0.62358 4.31147 0.006 0.004 -0.011 0.11
H -2.30561 -3.23240 4.05331 0.010 0.037 0.052 0.17
H -1.57868 -4.77575 2.50711 0.056 -0.007 0.003 0.15
H -0.63721 -3.51049 1.70213 0.061 -0.104 0.063 0.10
H -4.01452 -5.03918 1.95221 0.029 0.008 0.005 0.14
H -5.72541 -4.82596 0.15800 0.006 -0.007 0.017 0.13
H -5.22921 -3.33928 -1.78637 0.036 -0.011 -0.023 0.12
H -3.03759 -2.17151 -1.85885 -0.025 0.019 -0.007 0.05
C 3.24459 -0.64431 0.73950 -0.356 0.039 -0.538 -0.47
P 1.59104 0.12423 1.01495 1.233 0.548 0.780 0.91
C 1.52242 0.16030 2.83591 -0.135 -0.042 -0.112 -0.37
C 1.51695 1.31959 3.60282 -0.126 -0.025 -0.097 -0.08
C 1.54138 1.23207 4.99011 -0.024 0.030 0.073 -0.05
C 1.55951 -0.00532 5.61387 0.003 0.013 0.013 -0.05
C 1.54464 -1.16786 4.85097 -0.020 -0.097 -0.016 -0.06
C 1.52066 -1.08530 3.46991 0.036 0.091 0.003 -0.12
C 1.83281 1.81093 0.38595 -0.290 -0.111 -0.037 -0.40
C 1.01964 2.23243 -0.67021 0.164 -0.084 0.213 -0.14
C 1.19185 3.48648 -1.23158 -0.059 0.066 -0.064 -0.06
C 2.18189 4.32899 -0.74508 -0.047 -0.043 -0.068 -0.04
C 3.00259 3.91184 0.29386 0.075 0.040 0.082 -0.04
C 2.83322 2.65803 0.85997 0.007 -0.042 0.004 -0.08
P 3.48499 -0.70684 -1.10842 0.181 -0.146 0.322 1.05
C 5.12097 -1.51546 -1.20236 -0.081 0.047 -0.101 -0.39
C 6.19784 -0.73377 -0.77903 -0.054 -0.037 -0.058 -0.11
C 7.48898 -1.22788 -0.85509 0.013 0.042 0.032 -0.06
C 7.71704 -2.49555 -1.37385 -0.009 -0.002 0.026 -0.05
C 6.65144 -3.26553 -1.81270 0.011 -0.068 -0.041 -0.06
C 5.35319 -2.78087 -1.73223 -0.006 0.045 0.128 -0.09
C 2.31800 -2.06573 -1.53309 -0.002 0.161 -0.084 -0.42
C 1.51894 -2.81607 -0.65208 0.216 -0.332 -0.241 -0.24
C 0.62871 -3.78062 -1.15419 0.287 -0.147 0.040 -0.13
C 0.54848 -4.01617 -2.51831 -0.050 -0.085 0.027 -0.07
C 1.36431 -3.30524 -3.38708 0.064 0.021 -0.074 -0.07
C 2.21407 -2.32577 -2.90342 -0.027 -0.113 0.093 -0.12
H 3.33444 -1.61928 1.21871 -0.033 -0.009 0.045 0.06
H 3.99412 0.01767 1.17329 0.032 0.015 -0.009 0.06
H 1.49243 2.29035 3.12461 0.067 0.022 0.024 0.10
H 1.56228 2.13529 5.58562 -0.021 0.004 -0.014 0.12
H 1.59471 -0.06884 6.69323 0.006 0.013 -0.002 0.12
H 1.56977 -2.13742 5.33269 0.007 0.025 0.017 0.12
H 1.52075 -1.99660 2.87684 0.037 -0.024 0.051 0.10
H 0.26154 1.56349 -1.06829 -0.041 0.111 -0.103 0.04
H 0.56015 3.81330 -2.04778 0.004 -0.023 -0.002 0.11
H 2.32056 5.30525 -1.18985 0.015 0.013 0.036 0.12
H 3.77960 4.56720 0.66487 0.002 -0.013 -0.010 0.12
H 3.48686 2.33896 1.66294 0.005 0.029 0.017 0.12
H 6.02532 0.26915 -0.40216 0.049 0.013 -0.002 0.10
H 8.31795 -0.61793 -0.52196 0.004 -0.013 -0.002 0.12
H 8.72591 -2.87957 -1.43809 -0.002 0.001 -0.012 0.12
H 6.82850 -4.25108 -2.22275 0.007 0.006 0.005 0.12
H 4.53394 -3.39769 -2.07754 0.007 -0.030 -0.003 0.10
H 1.74368 -2.82561 0.41375 -0.136 0.201 0.048 0.09
H 0.10026 -4.43894 -0.47513 -0.084 0.086 0.040 0.11
H -0.11020 -4.78663 -2.89702 -0.004 0.003 0.011 0.12
H 1.34034 -3.51013 -4.44986 -0.027 -0.031 0.018 0.13
H 2.84098 -1.77039 -3.59238 -0.040 0.032 -0.011 0.12
C -0.22065 1.51118 -5.08424 0.138 0.190 -0.018 0.01
N -1.28083 0.53504 -5.28422 -0.117 -0.150 0.093 -0.10
C -2.07165 0.46583 -6.41646 -0.100 0.011 -0.094 -0.01
C -2.92425 -0.56429 -6.25501 0.027 0.034 -0.090 -0.02
N -2.64056 -1.11371 -5.02107 0.014 0.073 -0.028 0.09
C -1.63520 -0.44095 -4.43124 -0.040 0.237 -0.111 -0.68
S -0.87041 -0.81613 -2.95237 0.205 -0.111 0.363 0.64
H 0.55279 1.38208 -5.83901 -0.021 -0.070 0.005 0.11
H 0.20831 1.36748 -4.09731 0.000 -0.009 0.002 0.05
H -0.62990 2.51611 -5.16921 -0.036 -0.027 0.031 0.11
H -1.96257 1.15559 -7.23545 0.037 0.001 0.028 0.15
H -3.68681 -0.95270 -6.90652 -0.007 -0.008 0.038 0.14
H -3.08731 -1.92863 -4.63833 0.057 -0.042 0.080 0.16
N -3.49399 8.81571 3.44502 0.022 -0.062 -0.029 0.20
C -3.40053 7.77952 2.95917 -0.009 0.211 0.120 -0.16
C -3.28855 6.48595 2.35442 -0.046 -0.189 -0.111 -0.20
C -2.11244 5.75091 2.47924 -0.012 0.040 0.027 0.00
C -2.00338 4.51008 1.88127 0.022 -0.153 -0.112 0.00
C -3.07334 3.99060 1.16158 -0.051 0.352 0.208 -0.16
C -4.25480 4.71274 1.04900 0.007 -0.201 -0.031 0.01
C -4.36068 5.95893 1.63843 0.078 0.040 0.041 0.01
N -2.95164 2.71380 0.52161 0.060 -0.106 -0.065 0.02
C -3.77148 2.21276 -0.46656 -0.024 -0.166 -0.215 0.00
C -3.25067 1.01504 -0.83320 -0.070 0.103 0.026 -0.12
N -2.12473 0.75728 -0.07721 0.047 0.145 -0.033 -0.11
C -1.98510 1.80594 0.72406 0.017 -0.199 0.111 -0.14
H -1.28086 6.15806 3.03721 -0.007 0.016 -0.003 0.13
H -1.07300 3.96461 1.96882 0.030 0.045 -0.032 0.10
H -5.10914 4.31290 0.52248 -0.003 -0.005 -0.022 0.11
H -5.27667 6.52531 1.54545 -0.001 -0.003 0.015 0.14
H -4.63312 2.72954 -0.84544 0.021 0.086 0.048 0.13
H -3.61478 0.33123 -1.58003 0.032 0.010 -0.016 0.10
H -1.20599 1.90169 1.46162 -0.044 0.083 0.022 0.13
```
Positions in Å, forces in eV/Å.

Output
- 2S+1: 6
- Charge: +3
- Electronic energy: -115425.3551 eV
- Frontier orbital gap (alpha / beta): 6.9 / 6.7 eV

Record 2
# C3H11N3O2

A cluster of 2 separate species, C3H11N3O2 in total (ωB97M-V/def2-TZVPD, the OMol25 dataset).

XYZ file:
```
19
Properties=species:S:1:pos:R:3:forces:R:3:lowdin_charge:R:1
C -1.27735 0.24596 0.46437 1.552 0.348 -1.651 -0.34
C -2.53526 -0.00119 -0.34772 -0.048 0.108 0.228 -0.12
C -0.93441 -0.87408 1.40599 0.750 -0.680 -0.267 -0.14
H -1.31646 1.20574 0.98418 -0.044 0.029 -0.108 0.10
H -0.39389 0.29290 -0.30899 -2.081 0.521 1.608 0.08
H -2.71021 0.80593 -1.05739 -0.043 -0.002 -0.071 0.07
H -3.40318 -0.07048 0.30825 -0.124 -0.030 -0.008 0.07
H -2.45148 -0.93630 -0.89661 -0.032 -0.106 -0.098 0.07
H -1.81259 -1.28447 1.89589 -0.074 -0.105 0.141 0.07
H -0.20484 -0.55919 2.15759 -0.191 0.035 0.102 0.07
H -0.40514 -1.65396 0.80863 -0.885 0.230 0.750 0.06
N 1.97182 0.58548 -0.58422 -0.754 0.202 1.083 -0.30
N 2.93995 1.12414 -1.39997 -0.185 0.147 -0.448 0.12
O 2.29166 0.60734 0.77523 0.234 -0.910 -0.485 0.03
N 1.21757 -0.39593 -1.05659 1.834 -2.053 -0.150 -0.04
O 1.16658 -1.41897 -0.33545 0.026 1.994 -0.739 -0.09
H 2.10030 -0.32043 1.05024 0.104 0.259 -0.101 0.09
H 3.02719 0.55456 -2.23894 0.008 0.196 0.230 0.10
H 2.72972 2.09294 -1.62449 -0.050 -0.185 -0.017 0.10
```
Positions in Å, forces in eV/Å.

Output
- SMILES string: NN(O)N=O.CCC
- Energy above the lowest of the compared OMol25 structures with the same formula, charge and spin: 6.4603 eV
- Electronic energy: -11849.2769 eV
- Frontier orbital gap (alpha / beta): 9.6 / 9.6 eV